# 1
88
Properties=species:S:1:pos:R:3:forces:R:3 method="wB97M-V/def2-TZVPD" mol_weight_da=550.7 lumo_ev=0.503 smiles="COC(=O)OC.O=C1CCCO1.O=C1CCCO1.C1CCOC1.C1CCOC1.C1CCOC1.C1CCOC1" e_homo_ha=-0.3450
C -3.136039 4.657535 3.887561 0.0678 0.7984 0.1410
O -2.898869 4.079139 2.606433 -0.4865 -0.5036 -0.0682
C -3.345020 4.753483 1.543631 0.3342 0.1454 -0.1760
O -3.428506 5.944850 1.447169 -0.2802 0.0759 0.0061
O -3.620127 3.857061 0.592872 0.4074 -0.4026 0.1901
C -4.003632 4.295615 -0.685450 -0.6277 -0.2089 -1.6404
H -3.542297 3.895198 4.544837 0.2225 -0.1802 -0.0374
H -3.852715 5.477695 3.831504 0.0075 -0.0611 -0.1918
H -2.204850 5.078165 4.263599 0.0122 -0.1932 0.1476
H -3.575444 3.665541 -1.473402 0.5832 -0.1534 0.5390
H -3.743256 5.314689 -0.955258 -0.0407 0.1902 0.5852
H -5.065760 4.097724 -0.850261 -0.1323 0.5085 0.4706
C 0.673973 -5.484339 -1.724747 0.2448 0.0811 -0.2545
C 0.316528 -3.983016 -1.661802 -0.1692 -0.4638 0.5223
C 0.399606 -3.511124 -3.112723 -0.3006 0.7637 -0.0131
O 0.628553 -4.661500 -3.911418 0.2660 0.3432 -0.2459
C 1.286523 -5.611551 -3.121489 0.1253 -1.0288 0.1452
H -0.221158 -6.096785 -1.626848 0.0254 -0.0601 -0.0694
H 1.401319 -5.803762 -0.976776 -0.1385 0.0887 0.1583
H 1.006241 -3.464884 -0.997364 0.0481 0.2084 -0.2160
H -0.681167 -3.851858 -1.242756 0.0023 0.0829 -0.0383
H 1.153654 -2.718968 -3.215510 0.3384 -0.4216 -0.1725
H -0.513499 -3.036936 -3.475562 -0.1155 -0.2001 0.1178
H 2.383258 -5.510633 -3.091667 -0.0912 0.5757 0.0041
H 1.138157 -6.596909 -3.574248 -0.2494 0.1006 0.0277
C 4.270188 4.096365 -1.201294 0.1171 -0.4882 -0.3061
C 2.889672 4.597141 -1.613633 -0.5448 0.5246 -0.4437
C 2.236617 4.904294 -0.275397 1.2286 0.0878 1.2034
O 2.808069 3.957136 0.661441 -0.4016 -0.0672 -0.1120
C 4.029939 3.427106 0.161889 -0.0270 0.6007 -0.5589
H 4.994159 4.910422 -1.147841 -0.1796 0.1302 0.2395
H 4.687240 3.403071 -1.935100 -0.0991 -0.0759 0.0803
H 2.313019 3.902987 -2.228036 0.1393 -0.3079 0.2460
H 2.982466 5.502165 -2.218657 -0.0856 0.0054 0.0649
H 1.166365 4.860715 -0.094086 -0.1664 -0.1055 -0.6649
H 2.584226 5.893556 0.056484 -0.2228 0.0658 -0.1300
H 3.909414 2.349769 0.042212 0.1973 -0.0764 0.2130
H 4.843767 3.688919 0.839651 -0.0316 -0.3491 0.1779
C -5.779293 1.107060 -0.865397 0.4626 -0.8088 -0.0980
C -5.324170 0.156226 0.232430 -0.4348 0.4344 1.1291
C -4.480222 -0.860795 -0.481471 0.6934 1.0391 -0.8000
O -5.113884 -1.005281 -1.773499 0.1908 -0.9036 0.6076
C -6.003693 0.074931 -2.000630 -0.1093 0.6255 0.5848
H -4.967604 1.791273 -1.108910 -0.0873 0.0838 -0.1276
H -6.666762 1.654701 -0.559348 -0.0595 0.1092 -0.2683
H -6.227893 -0.279222 0.675698 0.1618 -0.3770 -0.1515
H -4.828997 0.636879 1.082755 0.2164 0.0682 -0.2721
H -4.258811 -1.746266 0.114806 -0.7029 -0.5240 -0.5464
H -3.486388 -0.460150 -0.738000 -0.0434 0.1477 0.4226
H -7.027790 -0.302118 -1.936094 -0.0686 0.0786 -0.3144
H -5.779620 0.503145 -2.975533 -0.2295 -0.1067 -0.1551
C 3.146328 -1.353105 -0.184125 -0.0570 0.4846 -1.6012
C 4.069881 -2.353027 0.503606 -0.3961 0.2167 1.3840
C 5.465760 -2.043140 -0.037027 -0.4161 -0.9351 -0.5736
O 5.235051 -1.525965 -1.336643 -0.1516 0.0019 0.0602
C 4.078654 -0.695649 -1.235681 0.4037 0.3384 -0.0590
H 2.613808 -0.594987 0.384666 0.3511 -0.0776 0.5040
H 2.360170 -1.824044 -0.776674 -0.0117 -0.3081 0.3115
H 3.731613 -3.372912 0.314931 0.3136 -0.0371 -0.4053
H 4.044656 -2.285008 1.599622 0.0381 0.2440 -0.1326
H 6.000012 -2.988111 -0.145752 0.3905 0.2453 -0.0148
H 6.047506 -1.341657 0.564981 -0.1316 0.0688 0.1792
H 3.643042 -0.619189 -2.231687 -0.0862 -0.1315 0.0496
H 4.410949 0.319297 -0.967740 -0.1659 -0.0931 0.2549
O -0.941448 -1.987231 3.662898 0.5413 0.1403 0.1182
C -0.115922 -2.736667 3.220487 -0.9003 -0.1676 -0.0629
O -0.516367 -3.897160 2.622647 0.3883 -0.3788 0.2553
C 0.646524 -4.515352 1.989118 -0.3902 1.0505 -0.0119
C 1.777545 -4.072001 2.888345 -0.0280 -0.4260 0.4227
C 1.391508 -2.620401 3.128060 0.2693 -0.2731 -0.7336
H 0.635102 -3.994357 1.028456 0.6603 -0.5101 -0.2469
H 0.561904 -5.588789 1.866472 -0.4620 -0.0203 0.1496
H 2.768316 -4.304368 2.502873 0.0159 0.3498 -0.1251
H 1.667209 -4.595246 3.846128 0.1145 -0.1450 -0.1401
H 1.580353 -2.073142 2.193087 0.0561 0.2320 0.2161
H 1.900549 -2.142881 3.956115 -0.2964 0.1867 0.1398
O -0.102988 -0.333552 -1.976774 -0.0265 -0.4197 -0.0452
C -0.352786 0.119328 -0.899415 -0.1149 0.4909 -0.1397
O 0.111833 -0.413302 0.249353 0.3601 -0.4138 0.2311
C -0.190215 0.446918 1.359614 -0.8672 0.6691 -0.2948
C -0.487793 1.812517 0.725551 0.3165 0.1640 0.8231
C -1.110782 1.396201 -0.591034 -0.0723 0.2465 -0.0203
H 0.598165 0.454255 2.105036 0.2417 -0.2084 -0.1919
H -1.121043 0.110729 1.821728 0.1844 -0.3326 0.1465
H 0.409400 2.417826 0.572737 0.1252 -0.2054 -0.0154
H -1.113463 2.348140 1.440458 -0.2516 0.2109 -0.4029
H -0.987129 2.086077 -1.422209 0.0465 0.0674 0.0516
H -2.181384 1.211496 -0.476974 0.0418 -0.2211 -0.0312

***

# 2
92
Properties=species:S:1:pos:R:3:forces:R:3 method="wB97M-V/def2-TZVPD" mol_weight_da=688.1 total_charge=-1 lumo_ev=1.142 e_homo_ha=-0.0375
C 2.006830 -1.678467 5.922691 -0.1680 -0.0105 -0.5482
C 1.644592 -1.457947 4.440726 0.3439 -0.0756 0.3671
C 2.850863 -1.032943 3.571691 -1.5092 0.4501 -0.0183
C 2.498487 0.173726 2.667036 1.0863 -0.6085 0.5834
C 3.825502 0.873657 2.308360 -1.9471 -0.4646 -0.9829
C 3.656575 1.747019 1.047957 1.2687 0.4085 0.9369
C 4.961963 1.760366 0.235312 -0.6732 0.4955 -0.4920
C 5.005583 0.793944 -0.949549 0.3386 0.0807 0.8564
C 4.876277 -0.699647 -0.613184 0.4572 0.3154 -0.9112
C 4.893337 -1.529291 -1.928019 -0.4708 -0.5105 0.8454
C 3.535406 -2.015113 -2.445705 -0.2291 0.7915 -0.3999
C 2.598128 -0.854859 -2.880659 -0.3612 -0.9686 0.4609
C 1.528238 -0.630857 -1.806101 0.4447 0.8367 -0.0554
C 0.606295 0.550843 -2.085498 -0.4886 -0.1983 -0.1430
C -0.410629 0.332505 -3.213944 0.6531 -0.3170 -0.1848
C -1.453486 -0.770490 -3.056904 0.2810 0.4724 0.5118
C -2.589726 -0.600212 -2.004394 0.0064 -0.4907 -1.3320
C -3.625652 -1.708225 -2.456677 0.9394 -0.3028 0.5499
Br -5.387570 -1.568827 -1.629922 -0.0249 0.0034 -0.2242
C -3.135047 -3.163013 -2.299450 -0.7367 -0.1923 0.4909
C -3.342827 -3.837923 -0.936562 0.4744 -0.4453 -0.2489
C -3.258418 0.777810 -2.053153 0.0112 -0.1337 0.0096
C -3.804182 1.301236 -0.733240 -0.8867 1.7964 0.7353
C -3.186577 2.625458 -0.241270 0.0465 -0.0549 -0.6393
C -1.700226 2.575589 0.017908 0.1753 0.9193 -0.3527
C -0.856942 3.389628 -0.913618 0.5555 -0.3786 0.3152
N -1.119836 1.967558 0.963296 -0.2773 -0.9699 0.1401
O -5.207065 1.621054 -1.009372 0.0732 -1.0760 -0.7346
N -5.946431 1.796631 0.177034 -0.0477 -0.2650 0.9084
O -6.902234 1.126201 0.176752 0.0207 0.4866 -0.3898
N -3.783012 0.351446 0.382667 1.3127 0.6940 -0.7863
C -2.827137 -0.584322 0.369766 0.2598 -0.8988 0.4981
N -2.684846 -1.299514 1.494095 -0.1165 -0.5735 0.0851
P -3.678923 -1.139523 2.935614 -0.3803 1.6094 0.8960
O -5.218121 -1.105192 2.350800 0.9297 -1.0436 0.3136
Cl -3.512191 -3.151201 3.694570 -0.0231 -0.2147 -0.4884
N -2.024077 -0.872891 -0.683318 -1.3358 0.2490 0.0789
H 1.175809 -1.457234 6.584956 -0.1692 -0.0018 0.0606
H 2.279457 -2.720061 6.076497 0.3213 0.0035 0.2129
H 2.826612 -1.013603 6.183079 0.1319 -0.0878 0.2464
H 0.895679 -0.668712 4.384489 -0.1817 -0.1328 -0.0925
H 1.232929 -2.393856 4.056583 -0.3136 0.1740 -0.0924
H 3.115976 -1.859351 2.915458 0.5735 -0.0851 0.1353
H 3.663786 -0.737051 4.230220 0.3144 -0.2037 -0.0715
H 2.002498 -0.199488 1.770941 -0.1389 0.1474 -0.1248
H 1.822590 0.846743 3.186093 -0.1297 0.1676 -0.0753
H 4.524652 0.061583 2.114154 0.4365 0.1691 0.1090
H 4.105184 1.464630 3.174226 0.4929 0.0294 0.0130
H 3.498414 2.762596 1.403939 -0.2916 0.1488 -0.1087
H 2.775399 1.493957 0.464828 -0.0162 -0.2602 -0.1631
H 5.071385 2.762161 -0.183336 0.1451 0.0841 -0.0975
H 5.807228 1.639574 0.912240 0.1132 -0.2415 0.0308
H 5.988249 0.920613 -1.409206 0.0160 -0.0325 -0.2725
H 4.275546 1.134594 -1.680971 -0.2138 -0.1508 -0.0477
H 5.783087 -0.968542 -0.070200 -0.0165 -0.0097 0.2590
H 4.041310 -0.931549 0.043137 -0.2686 -0.0162 -0.0786
H 5.394325 -0.916216 -2.673989 0.1245 -0.1679 -0.2626
H 5.486241 -2.421248 -1.725628 0.2479 -0.0382 -0.2486
H 3.653093 -2.700446 -3.285525 0.2871 -0.0630 -0.0167
H 3.019474 -2.577343 -1.667733 0.0870 -0.1474 0.1587
H 2.102890 -1.088777 -3.822873 0.0896 -0.0608 -0.1797
H 3.185957 0.043866 -3.035913 -0.0751 0.2201 -0.0467
H 2.061042 -0.376242 -0.893354 0.0659 -0.0748 0.3095
H 0.998328 -1.557841 -1.579983 -0.1388 -0.1209 -0.1697
H 1.226219 1.377929 -2.426531 0.1282 0.2119 0.1906
H 0.127538 0.862885 -1.163756 -0.1376 0.0930 0.1452
H -0.839025 1.277175 -3.530509 -0.2424 0.1893 0.1220
H 0.206298 0.018890 -4.060905 -0.1611 0.0009 -0.2668
H -0.905556 -1.675996 -2.803141 0.0202 -0.1856 0.0695
H -1.889897 -0.970306 -4.032525 -0.1682 0.1076 -0.0933
H -3.752979 -1.537939 -3.517619 -0.4350 0.1835 -0.0665
H -3.715727 -3.753983 -3.004913 0.0282 -0.0567 -0.2023
H -2.092789 -3.300599 -2.578653 0.0883 0.3423 -0.1765
H -2.826813 -4.797376 -0.979654 0.0294 -0.1112 0.0624
H -2.913573 -3.306949 -0.094912 -0.0844 0.1477 0.1370
H -4.378266 -4.060967 -0.712389 -0.1769 0.2104 -0.0068
H -2.632687 1.560532 -2.462256 0.5056 -0.0912 0.0699
H -4.085452 0.700221 -2.751605 -0.2396 0.0188 0.0240
H -3.741702 3.010973 0.614890 0.1634 0.0055 0.3015
H -3.363142 3.338284 -1.041422 -0.0472 0.2088 -0.0106
H 0.166603 3.061460 -0.766674 0.2476 0.1059 -0.0468
H -0.916081 4.441157 -0.615121 -0.4151 0.1456 -0.0412
H -1.127090 3.222275 -1.955560 -0.1752 0.2459 -0.1806
H -1.823643 1.505057 1.546764 0.2526 0.2952 0.4311
H -3.676602 0.917609 1.243751 -0.6535 -0.3494 0.2456
H -1.955002 -1.999941 1.521823 0.1251 0.1144 0.0172
H -5.553132 -2.017466 2.404820 -0.2983 0.2328 -0.3152
H -1.615255 -1.793797 -0.617631 0.2496 0.0690 -0.0270
C -1.909077 5.331559 1.912790 1.4116 0.3009 -1.4685
O -2.577506 4.679434 2.770141 -0.3490 -0.2597 0.2417
O -0.674674 5.665924 2.075413 -0.2394 -0.2553 0.8355
O -2.381048 5.636982 0.737518 -0.9221 -0.5848 -0.0288